[1]
DFT (ωB97M-V with the def2-TZVPD basis set) results for 16 unconnected molecules or ions with the total composition H32O16 at a distorted geometry.

Output
E in eV: -33279.133
HOMO in eV: -9.60
Lowest unoccupied orbital energy in eV: -1.01
F_max in eV Å⁻¹: 3.4
Energy above the lowest of the compared OMol25 structures with the same formula, charge and spin in eV: 5.8009

```
! RIJCOSX wB97M-V def2-TZVPD def2/J DEFGRID3
* xyz 0 1
O 2.519 -0.029 2.282
H 1.590 -0.376 2.264
H 3.001 -0.470 3.014
O -2.104 2.185 -0.569
H -2.954 2.110 -0.935
H -1.954 1.345 -0.140
O 0.010 -1.240 2.475
H -0.261 -1.641 1.657
H -0.725 -0.612 2.615
O 0.079 -1.874 -2.442
H 0.289 -1.083 -2.939
H -0.392 -2.430 -3.040
O 3.165 1.741 0.177
H 3.314 2.441 0.778
H 2.482 1.223 0.569
O -2.501 -0.204 -3.122
H -2.255 -0.836 -2.489
H -2.682 -0.644 -3.976
O 0.720 2.740 -1.674
H 0.092 3.075 -2.302
H 0.571 1.767 -1.718
O -0.253 1.877 1.780
H 0.405 2.261 2.406
H -0.996 2.470 1.843
O 2.713 0.062 -1.912
H 2.917 0.791 -1.267
H 1.778 -0.038 -1.847
O -2.252 -2.560 1.672
H -3.129 -2.949 1.703
H -2.079 -2.344 0.744
O 1.494 3.909 0.674
H 0.929 4.665 0.557
H 1.195 3.274 0.014
O -1.993 -1.034 -0.510
H -1.603 -1.758 -0.954
H -2.951 -1.178 -0.576
O 0.395 0.176 -0.303
H -0.396 -0.328 -0.383
H 0.201 0.810 0.380
O -2.520 0.094 2.116
H -2.947 -0.124 2.989
H -2.412 -0.728 1.676
O 0.349 -2.770 -0.007
H -0.210 -3.553 -0.110
H 0.311 -2.279 -0.798
O 3.309 -2.101 -0.354
H 2.706 -1.440 -0.548
H 3.037 -2.392 0.529
*
```



[2]
DFT (ωB97M-V with the def2-TZVPD basis set) results for 16 unconnected molecules or ions with the total composition H32O16 at a distorted geometry.

Output
E in eV: -33280.084
HOMO in eV: -10.17
Lowest unoccupied orbital energy in eV: -0.29
F_max in eV Å⁻¹: 4.7
Energy above the lowest of the compared OMol25 structures with the same formula, charge and spin in eV: 4.8504

```
! RIJCOSX wB97M-V def2-TZVPD def2/J DEFGRID3
* xyz 0 1
O 0.453 0.348 -3.333
H 0.734 0.505 -2.419
H 1.149 -0.115 -3.743
O 2.104 -2.759 -0.129
H 1.498 -2.198 -0.545
H 1.818 -3.648 -0.066
O 0.632 2.474 -0.620
H 0.396 3.281 -0.146
H 0.237 2.596 -1.455
O 2.583 -0.439 1.194
H 2.840 -0.019 0.391
H 2.514 -1.296 0.883
O 2.486 0.222 -1.522
H 3.270 -0.276 -1.827
H 2.550 1.117 -1.856
O -0.153 -1.819 2.111
H -0.935 -1.700 2.628
H -0.230 -1.109 1.483
O -2.523 1.395 -0.744
H -2.972 1.602 -1.577
H -3.238 1.273 -0.102
O 3.228 2.992 0.411
H 3.455 3.770 -0.089
H 2.330 2.766 0.049
O 0.319 3.659 1.856
H 0.484 4.126 2.683
H 0.594 2.763 1.970
O -2.152 -0.923 -2.108
H -2.659 -0.102 -1.906
H -2.794 -1.481 -2.596
O 0.816 1.086 2.776
H 1.334 0.665 2.077
H -0.038 0.777 2.727
O 0.117 -2.651 -2.290
H -0.304 -2.889 -1.465
H -0.020 -1.744 -2.442
O -0.206 -0.119 -0.046
H -0.891 0.117 -0.591
H 0.226 0.723 -0.128
O -1.959 0.525 2.698
H -2.756 0.855 3.134
H -2.287 0.192 1.932
O -1.009 -3.309 -0.062
H -0.769 -2.826 0.710
H -1.708 -3.874 0.243
O -2.949 -1.157 0.658
H -2.538 -1.531 -0.126
H -3.078 -1.844 1.321
*
```



[3]
DFT (ωB97M-V with the def2-TZVPD basis set) results for 16 unconnected molecules or ions with the total composition H32O16 at a distorted geometry.

Output
E in eV: -33278.848
HOMO in eV: -8.81
Lowest unoccupied orbital energy in eV: -1.10
F_max in eV Å⁻¹: 3.1
Energy above the lowest of the compared OMol25 structures with the same formula, charge and spin in eV: 6.0859

```
! RIJCOSX wB97M-V def2-TZVPD def2/J DEFGRID3
* xyz 0 1
O 1.865 -2.539 1.717
H 2.503 -3.203 1.859
H 2.142 -2.104 0.878
O -0.053 0.492 -0.423
H 0.358 -0.361 -0.635
H -0.734 0.302 0.242
O 0.350 -2.175 -1.023
H 0.053 -2.461 -0.178
H 1.049 -2.718 -1.427
O 0.240 3.297 -2.191
H -0.456 2.651 -2.323
H 0.607 2.959 -1.373
O -1.449 -1.861 -3.278
H -0.594 -1.656 -2.856
H -2.017 -1.943 -2.554
O -1.515 3.273 0.193
H -1.049 2.963 1.002
H -2.398 3.118 0.434
O -0.231 2.698 2.389
H 0.135 1.838 2.465
H -0.545 2.783 3.278
O 2.718 0.654 -2.273
H 2.209 0.160 -2.902
H 2.979 -0.015 -1.659
O 2.914 -1.148 -0.292
H 3.614 -0.500 -0.022
H 3.453 -1.798 -0.671
O 1.558 0.275 2.046
H 2.120 -0.472 2.137
H 1.488 0.493 1.154
O -0.977 -2.410 1.221
H -0.275 -2.766 1.832
H -1.746 -2.870 1.405
O -3.236 -1.551 -1.212
H -2.996 -0.797 -0.633
H -3.590 -2.278 -0.640
O 2.026 2.502 -0.385
H 2.057 1.860 -1.089
H 2.829 2.248 0.110
O -2.559 0.313 0.745
H -2.827 1.122 1.154
H -2.825 -0.380 1.390
O -0.765 -0.527 2.977
H 0.170 -0.379 2.765
H -1.037 -1.027 2.186
O -1.742 1.267 -2.210
H -2.577 1.617 -1.918
H -1.257 1.069 -1.417
*
```